Record 1
A molecular structure, C24H19CoF5N4O4STe. Source: OMol25; level of theory: the ωB97M-V functional and the def2-TZVPD basis.

Geometry as XYZ:
```
59
Properties=species:S:1:pos:R:3
Co 0.07 0.02 -0.07
C 0.93 1.89 2.66
C 0.24 0.60 2.94
C -0.03 0.26 4.27
C -0.65 -0.92 4.58
C -1.05 -1.76 3.55
C -0.79 -1.37 2.26
N -0.14 -0.22 1.94
C -1.23 -2.16 1.10
C -2.01 -3.30 1.12
C -2.37 -3.88 -0.08
C -1.95 -3.33 -1.28
C -1.16 -2.19 -1.24
N -0.82 -1.64 -0.07
C -0.64 -1.44 -2.39
C -0.81 -1.88 -3.68
C -0.37 -1.07 -4.72
C 0.19 0.14 -4.40
C 0.38 0.53 -3.07
C 1.02 1.84 -2.80
N -0.03 -0.27 -2.07
H 1.00 2.48 3.57
H 0.39 2.46 1.91
H 1.94 1.71 2.30
H 0.28 0.95 5.04
H -0.84 -1.19 5.61
H -1.55 -2.69 3.75
H -2.35 -3.71 2.06
H -3.00 -4.76 -0.09
H -2.24 -3.76 -2.22
H -1.27 -2.83 -3.88
H -0.49 -1.37 -5.75
H 0.53 0.82 -5.18
H 1.12 2.40 -3.72
H 2.01 1.70 -2.38
H 0.42 2.42 -2.10
O 5.35 3.10 1.21
S 4.65 2.99 -0.03
O 5.36 3.08 -1.27
N 3.74 1.60 -0.03
C 2.49 1.88 -0.04
O 1.61 0.92 -0.03
C 2.11 3.33 -0.04
C 0.87 3.93 -0.05
C 0.82 5.32 -0.06
C 1.98 6.08 -0.07
C 3.23 5.47 -0.06
C 3.26 4.09 -0.04
H -0.05 3.35 -0.05
H -0.14 5.82 -0.07
H 1.92 7.16 -0.07
H 4.14 6.05 -0.06
F -4.99 1.13 -0.42
Te -3.16 1.16 -0.26
F -3.33 -0.26 0.93
F -3.11 -0.08 -1.65
F -3.12 2.53 -1.49
F -3.37 2.36 1.12
O -1.34 1.22 -0.08
```

## Properties
- Energy: -108685.2030 eV
- LUMO (spin up / spin down): -5.34 / -5.11 eV
- Strongest force on any atom: 0.517 eV/Å
- Orbital gap (spin up / spin down): 6.558 / 6.787 eV
- Total charge: +1
- Energy above the lowest of the compared OMol25 structures with the same formula, charge and spin: 135.37 kJ/mol

=====

Record 2
A molecular structure, C24H19F3NO at a distorted geometry. Source: OMol25; level of theory: the ωB97M-V functional and the def2-TZVPD basis.

Geometry as XYZ:
```
48
Properties=species:S:1:pos:R:3
F -4.15 4.58 1.43
C -2.86 4.94 1.10
F -2.91 5.42 -0.19
F -2.53 5.98 1.91
C -1.90 3.77 1.22
C -0.98 3.47 0.21
C -0.23 2.30 0.28
C -0.37 1.38 1.36
C 0.45 0.20 1.40
C 0.52 -0.67 2.54
C 1.78 -1.28 2.82
C 1.97 -2.00 4.00
C 0.91 -2.21 4.89
C -0.35 -1.65 4.61
C -0.56 -0.92 3.44
C -1.19 1.83 2.45
C -1.93 3.01 2.39
H -0.87 4.14 -0.64
H 0.54 2.13 -0.47
H 1.38 0.28 0.80
H 2.63 -1.08 2.15
H 2.96 -2.41 4.23
H 1.06 -2.80 5.79
H -1.18 -1.80 5.29
H -1.55 -0.49 3.26
H -1.15 1.32 3.41
H -2.54 3.32 3.26
C 1.26 -1.42 -6.51
O 1.82 -0.52 -5.50
C 1.44 -0.70 -4.21
C 0.60 -1.75 -3.79
C 0.23 -1.84 -2.42
C 0.67 -0.85 -1.47
C 1.62 0.13 -1.90
C 1.96 0.22 -3.24
N 0.18 -0.93 -0.18
C -0.51 -1.99 0.23
C -0.93 -3.01 -0.65
C -0.57 -2.91 -1.97
H 1.70 -1.01 -7.43
H 1.58 -2.46 -6.37
H 0.16 -1.37 -6.56
H 0.22 -2.53 -4.49
H 2.10 0.79 -1.19
H 2.64 0.98 -3.62
H -0.74 -2.09 1.28
H -1.53 -3.82 -0.24
H -0.86 -3.66 -2.71
```

## Properties
- Energy: -36879.1181 eV
- LUMO: -4.24 eV
- Strongest force on any atom: 3.101 eV/Å
- Orbital gap: 7.459 eV
- Total charge: +1

=====

Record 3
C24H19FN2O3S in the gas phase at a distorted geometry. Source: OMol25; level of theory: the ωB97M-V functional and the def2-TZVPD basis.

Geometry as XYZ:
```
50
Properties=species:S:1:pos:R:3
C 0.41 -3.58 -1.16
C -0.48 -4.24 -0.09
O -0.21 -5.34 0.32
N -1.70 -3.58 0.44
C -2.66 -3.60 -0.68
C -2.58 -2.65 -1.89
O -3.53 -4.43 -0.66
C -1.43 -2.26 0.91
C -0.19 -1.85 1.38
C 0.09 -0.56 1.80
C 1.51 -0.26 2.29
C 2.53 -0.79 1.26
O 3.08 -1.87 1.38
C 2.84 0.12 0.07
C 3.38 1.38 0.33
C 3.68 2.21 -0.75
C 3.45 1.76 -2.04
C 2.89 0.52 -2.29
C 2.57 -0.31 -1.22
C -0.91 0.41 1.76
C -2.17 0.01 1.33
C -2.43 -1.28 0.91
S -3.43 1.29 1.31
C -2.43 2.66 0.72
C -2.90 3.60 -0.17
C -2.04 4.60 -0.58
F -2.49 5.50 -1.48
C -0.74 4.67 -0.13
C -0.30 3.73 0.80
C -1.13 2.71 1.23
N -0.69 1.75 2.17
H 0.24 -2.49 -1.10
H 1.46 -3.75 -0.94
H 0.12 -3.86 -2.18
H -2.00 -1.76 -1.60
H -3.58 -2.29 -2.16
H -2.04 -3.11 -2.72
H 0.64 -2.58 1.40
H 1.70 -0.68 3.29
H 1.71 0.81 2.37
H 3.55 1.66 1.37
H 4.12 3.18 -0.54
H 3.72 2.41 -2.87
H 2.71 0.22 -3.32
H 2.13 -1.30 -1.38
H -3.45 -1.52 0.59
H -3.91 3.56 -0.58
H -0.08 5.45 -0.49
H 0.73 3.80 1.15
H 0.26 1.91 2.47
```

## Properties
- Energy: -47871.3435 eV
- SMILES: CC(=O)N(C(C)=O)c1cc(CC(=O)c2ccccc2)c2c(c1)Sc1cc(F)ccc1N2
- LUMO: 0.22 eV
- Strongest force on any atom: 2.074 eV/Å
- Orbital gap: 8.404 eV
- Total charge: 0

=====

Record 4
A molecular structure, C24H19N3O11S2Sr at a distorted geometry. Source: OMol25; level of theory: the ωB97M-V functional and the def2-TZVPD basis.

Geometry as XYZ:
```
60
Properties=species:S:1:pos:R:3
Sr 0.11 -0.53 0.32
O 2.83 -1.94 -2.80
C 2.06 -1.14 -2.25
O 0.98 -1.42 -1.62
C 2.37 0.37 -2.39
C 1.07 1.20 -2.46
C 1.34 2.60 -3.00
C 2.02 3.28 -1.75
C 2.05 2.13 -0.75
O 0.79 1.47 -1.05
C 3.10 1.07 -1.14
C 3.42 0.17 0.07
O 4.61 0.06 0.40
O 2.41 -0.33 0.65
H 2.96 0.47 -3.29
H 0.24 0.67 -2.91
H 0.40 3.10 -3.25
H 1.99 2.57 -3.87
H 1.41 4.10 -1.38
H 3.02 3.66 -1.96
H 2.08 2.42 0.30
H 4.04 1.53 -1.42
O -0.54 1.09 2.08
S -0.69 -0.02 3.03
O -0.37 0.33 4.38
O -0.04 -1.26 2.54
C -2.44 -0.53 3.06
C -2.97 -0.69 4.34
C -4.23 -1.24 4.54
C -4.99 -1.66 3.46
C -4.50 -1.51 2.18
C -3.24 -0.96 1.94
S -2.75 -1.00 0.20
O -2.10 0.29 -0.10
O -1.79 -2.12 0.12
O -3.98 -1.19 -0.52
H -2.37 -0.37 5.18
H -4.60 -1.37 5.55
H -5.97 -2.09 3.61
H -5.08 -1.83 1.33
N -10.44 1.11 -0.94
C -9.31 1.32 -0.90
C -7.86 1.61 -0.85
C -6.98 0.75 -1.48
C -5.62 1.02 -1.47
C -5.16 2.17 -0.85
C -6.04 3.02 -0.20
C -7.40 2.74 -0.20
N -3.78 2.49 -0.93
C -3.01 3.02 0.10
C -1.81 3.33 -0.46
N -1.83 3.06 -1.83
C -3.01 2.56 -2.06
H -7.34 -0.16 -1.95
H -4.90 0.33 -1.88
H -5.65 3.90 0.30
H -8.10 3.40 0.30
H -3.35 3.03 1.12
H -0.92 3.67 0.06
H -3.39 2.21 -3.01
```

## Properties
- Energy: -74702.5496 eV
- LUMO: 3.83 eV
- Strongest force on any atom: 2.321 eV/Å
- Orbital gap: 6.716 eV
- Total charge: -2
- Energy above the lowest of the compared OMol25 structures with the same formula, charge and spin: 143.40 kJ/mol

=====

Record 5
A molecular structure, C24H19O5PSm at a distorted geometry. Source: OMol25; level of theory: the ωB97M-V functional and the def2-TZVPD basis.

Geometry as XYZ:
```
50
Properties=species:S:1:pos:R:3
Sm 0.10 0.86 -2.79
C 0.11 2.08 -1.15
O 0.10 2.60 -0.18
C 0.11 2.90 -3.75
O 0.10 3.91 -4.21
C -1.94 1.07 -2.89
O -3.02 1.07 -2.87
C 2.17 1.08 -2.88
O 3.24 1.08 -2.87
C 0.11 -0.63 -4.52
H 1.05 -1.18 -4.33
H -0.82 -1.18 -4.33
C 0.11 0.55 -5.17
H -0.82 1.00 -5.56
H 1.04 1.00 -5.56
O -0.41 -0.55 -1.15
P -0.16 -0.47 0.35
C 1.53 0.27 0.70
C 1.73 1.33 1.58
C 2.98 1.87 1.82
C 4.10 1.34 1.17
C 3.93 0.28 0.29
C 2.67 -0.26 0.06
C -1.57 0.43 1.15
C -1.58 0.78 2.51
C -2.66 1.46 3.07
C -3.77 1.78 2.30
C -3.80 1.41 0.95
C -2.71 0.74 0.41
C -0.18 -2.09 1.20
C -1.35 -2.89 1.21
C -1.41 -4.06 1.95
C -0.32 -4.47 2.71
C 0.84 -3.70 2.72
C 0.90 -2.53 1.98
H 0.87 1.78 2.11
H 3.11 2.71 2.52
H 5.09 1.76 1.36
H 4.81 -0.14 -0.22
H 2.56 -1.10 -0.65
H -0.71 0.53 3.14
H -2.64 1.74 4.13
H -4.62 2.30 2.74
H -4.67 1.64 0.34
H -2.77 0.43 -0.65
H -2.23 -2.55 0.63
H -2.33 -4.66 1.96
H -0.37 -5.38 3.31
H 1.70 -4.01 3.33
H 1.82 -1.93 2.04
```

## Properties
- Expectation value of S²: 8.76
- Energy: -62589.6228 eV
- LUMO (spin up / spin down): -13.46 / -13.27 eV
- Strongest force on any atom: 12.032 eV/Å
- Orbital gap (spin up / spin down): 3.429 / 3.622 eV
- Multiplicity: 6
- Total charge: +3
- Energy above the lowest of the compared OMol25 structures with the same formula, charge and spin: 768.15 kJ/mol